{"formula": "C36H52BFN7OsS3Si", "method": "ωB97M-V/def2-TZVPD", "symbols": ["Os", "C", "C", "C", "C", "N", "N", "B", "N", "N", "C", "C", "C", "C", "C", "S", "C", "C", "C", "C", "N", "N", "C", "C", "C", "C", "C", "S", "C", "C", "C", "C", "C", "S", "C", "C", "C", "C", "H", "H", "H", "H", "H", "H", "H", "H", "H", "H", "H", "H", "H", "H", "H", "H", "H", "H", "H", "H", "H", "H", "H", "H", "H", "H", "H", "H", "H", "H", "H", "H", "H", "H", "H", "H", "H", "H", "H", "C", "Si", "C", "C", "N", "C", "C", "C", "C", "C", "C", "F", "H", "H", "H", "H", "H", "H", "H", "H", "H", "H", "H", "H", "H"], "coordinates": [[-2.73296, -0.80720, -0.19625], [-1.22738, -3.36056, -4.53990], [-0.43091, -2.37072, -3.74291], [0.73460, -1.80622, -4.17874], [1.42623, -0.84263, -3.40084], [0.99497, -0.51883, -2.20271], [-0.13602, -1.08574, -1.77080], [-0.55486, -0.67796, -0.30186], [-0.18382, 0.82371, -0.13843], [0.86695, 1.16397, 0.59975], [1.26775, 2.41595, 0.54046], [0.63286, 3.33771, -0.32822], [-0.48583, 2.99512, -1.04086], [-1.22494, 3.94204, -1.93975], [-0.90410, 1.66592, -0.87228], [-2.34542, 1.01219, -1.62666], [2.42497, 2.84539, 1.42135], [1.94520, 4.01595, 2.29754], [3.58059, 3.30106, 0.51657], [2.89038, 1.69789, 2.31428], [0.15976, -1.62058, 0.70543], [1.49416, -1.65441, 0.59184], [2.15478, -2.45785, 1.39080], [1.47182, -3.27045, 2.33206], [0.11007, -3.25795, 2.42875], [-0.66516, -4.10711, 3.39242], [-0.54275, -2.37940, 1.53864], [-2.27971, -2.26412, 1.54792], [3.66742, -2.50665, 1.29204], [4.09116, -3.96158, 1.02592], [4.24386, -2.03313, 2.63939], [4.17737, -1.61657, 0.16077], [-0.87426, -1.92555, -2.47995], [-2.41398, -2.42301, -1.82411], [2.67280, -0.15567, -3.92599], [2.33897, 0.50885, -5.27053], [3.75545, -1.22841, -4.13099], [3.17057, 0.90394, -2.94528], [-0.72592, -3.59589, -5.47521], [-2.21728, -2.96253, -4.77308], [-1.36844, -4.28906, -3.98340], [1.12828, -2.08671, -5.14759], [1.03093, 4.34130, -0.41567], [-0.78535, 4.93562, -1.90024], [-2.27442, 4.02103, -1.64994], [-1.19565, 3.59388, -2.97451], [1.67899, 4.89467, 1.70714], [2.74787, 4.31024, 2.97360], [1.08341, 3.73126, 2.90590], [3.32265, 4.17929, -0.07867], [3.89333, 2.50225, -0.15997], [4.43563, 3.57152, 1.13644], [2.07583, 1.30383, 2.92574], [3.67112, 2.06389, 2.98060], [3.30138, 0.87760, 1.72418], [2.04181, -3.93121, 2.97245], [0.00047, -4.75617, 3.95589], [-1.39223, -4.73198, 2.87067], [-1.21461, -3.48343, 4.10124], [3.90518, -4.61576, 1.87907], [5.16329, -3.98813, 0.83006], [3.58247, -4.37478, 0.15209], [3.95462, -2.68941, 3.46232], [3.92336, -1.01714, 2.88131], [5.33238, -2.04106, 2.58516], [3.97143, -2.06608, -0.81206], [5.25677, -1.50137, 0.25579], [3.71918, -0.62769, 0.17464], [2.03386, -0.20871, -6.03295], [3.22892, 1.01419, -5.64602], [1.54975, 1.25611, -5.16234], [3.45342, -1.97836, -4.86473], [3.99397, -1.73816, -3.19740], [4.66513, -0.75653, -4.50192], [2.44382, 1.71410, -2.83833], [4.09639, 1.33059, -3.33043], [3.36657, 0.48593, -1.95628], [-1.64003, 1.05700, 2.70415], [-3.48213, 0.89211, 2.76490], [-4.15888, -0.47408, 3.81926], [-4.15409, 2.50084, 3.37343], [-3.98183, 0.43046, 1.03147], [-5.18199, 0.73279, 0.49656], [-5.92532, 1.92520, 0.78570], [-7.15230, 2.14409, 0.22461], [-7.72238, 1.20021, -0.64671], [-7.03227, 0.02730, -0.98592], [-5.80834, -0.15266, -0.43643], [-5.11272, -1.28917, -0.73238], [-1.30200, 1.41260, 3.68228], [-1.35521, 1.82152, 1.97463], [-1.09012, 0.13944, 2.48865], [-5.02403, -0.09261, 4.36587], [-3.41347, -0.78451, 4.55671], [-4.47530, -1.35838, 3.26878], [-3.73153, 2.61353, 4.37837], [-5.23801, 2.50521, 3.48950], [-3.84336, 3.37475, 2.79645], [-5.48058, 2.67278, 1.41922], [-7.68773, 3.05681, 0.44694], [-8.70196, 1.37798, -1.07070], [-7.45324, -0.71775, -1.64777]], "forces_ev_per_a": [[-0.1, 0.3, -0.1], [0.0, 0.1, 0.1], [-0.1, -0.1, -0.1], [0.1, 0.0, 0.0], [0.0, 0.0, 0.0], [-0.1, 0.0, -0.1], [0.2, 0.2, 0.3], [0.3, -0.2, -0.1], [0.0, -0.3, 0.1], [-0.1, 0.0, -0.2], [0.1, 0.0, 0.0], [0.1, 0.0, 0.0], [-0.1, 0.2, -0.1], [0.0, -0.1, 0.1], [0.0, 0.0, 0.0], [0.0, -0.1, 0.1], [-0.1, 0.0, 0.0], [0.0, 0.0, 0.0], [0.0, 0.0, 0.0], [0.0, 0.0, 0.0], [-0.2, 0.1, -0.2], [-0.1, -0.1, 0.0], [0.1, 0.0, 0.0], [0.0, 0.0, 0.0], [0.0, -0.1, 0.1], [0.1, 0.1, -0.1], [-0.1, 0.0, 0.0], [0.0, 0.2, 0.0], [-0.1, 0.0, 0.0], [0.1, 0.0, 0.0], [0.0, 0.0, 0.0], [0.0, 0.0, 0.0], [-0.1, -0.1, 0.0], [0.2, 0.1, 0.1], [0.0, -0.1, 0.0], [0.0, 0.0, 0.0], [0.0, 0.0, -0.1], [0.0, 0.0, 0.0], [0.0, 0.0, 0.0], [0.0, 0.0, 0.0], [0.0, 0.0, 0.0], [0.0, 0.0, 0.0], [0.0, 0.0, 0.0], [0.0, 0.0, 0.0], [0.0, 0.0, 0.0], [0.0, 0.0, 0.0], [0.0, 0.0, 0.0], [0.0, 0.0, 0.0], [0.0, 0.0, 0.0], [0.0, 0.0, 0.0], [0.0, 0.0, 0.0], [0.0, 0.0, 0.0], [0.0, 0.0, 0.0], [0.0, 0.0, 0.0], [0.0, 0.0, 0.0], [0.0, 0.0, 0.0], [0.0, 0.0, 0.0], [0.0, 0.0, 0.0], [0.0, 0.0, 0.0], [0.0, 0.0, 0.0], [0.0, 0.0, 0.0], [0.0, 0.0, 0.0], [0.0, 0.0, 0.0], [0.0, 0.0, 0.0], [0.0, 0.0, 0.0], [0.0, 0.0, 0.0], [0.0, 0.0, 0.0], [0.0, 0.0, 0.0], [0.0, 0.0, 0.0], [0.0, 0.0, 0.0], [0.0, 0.0, 0.0], [0.0, 0.0, 0.0], [0.0, 0.0, 0.0], [0.0, 0.0, 0.0], [0.0, 0.0, 0.0], [0.0, 0.0, 0.0], [0.0, 0.0, 0.0], [0.2, 0.0, -0.1], [0.0, 0.0, -0.1], [0.0, -0.1, 0.1], [-0.1, 0.2, -0.1], [-0.2, -0.1, -0.1], [0.1, 0.0, 0.1], [0.0, -0.1, 0.0], [0.0, -0.1, 0.0], [0.0, 0.0, 0.0], [-0.1, 0.1, 0.0], [0.2, -0.1, 0.1], [0.0, 0.0, 0.0], [0.0, 0.0, 0.0], [0.0, 0.0, 0.1], [0.0, 0.1, 0.0], [0.0, -0.1, 0.0], [0.0, 0.0, 0.0], [0.0, 0.0, 0.0], [0.0, 0.0, 0.0], [0.0, 0.0, 0.1], [0.0, 0.0, 0.0], [0.0, 0.0, 0.0], [0.0, 0.0, 0.0], [0.0, 0.0, 0.0], [0.0, 0.0, 0.0]], "lumo_ha": [-0.32788, -0.41221], "max_force_ev_per_a": 0.403, "e_above_lowest_ev": 0.000, "multiplicity": 5, "s_squared": 6.055, "total_energy_ha": -3484.93823, "homo_energy_ev": [-16.6, -16.7], "homo_lumo_gap_ev": [7.7, 5.5], "total_charge": 3}